C56H124N6O9 | ωB97M-V with the def2-TZVPD basis set

Properties
Orbital gap = 8.6 eV
SMILES string = CC1(C)CCCC(C)(C)N1O.CC1(C)CCCC(C)(C)N1O.CC1(C)CCCC(C)(C)N1O.CC1(C)CCCC(C)(C)N1O.CC1(C)CCCC(C)(C)N1O.CC1(C)CCCC(C)(C)N1O.CO.CO.O
ΔE to the lowest compared entry with this formula, charge and spin = 0.0 kcal per mole

Structure (XYZ):
```
195
Properties=species:S:1:pos:R:3:forces:R:3
C -11.81372 1.25450 -22.39050 1.40 -0.48 1.23
O -12.27654 2.11622 -23.41231 -0.24 -0.55 -1.45
H -12.34242 1.43392 -21.42773 0.08 0.13 -0.88
H -11.88891 0.16230 -22.55966 -0.35 0.56 -0.39
H -10.71157 1.42047 -22.17056 -1.10 0.03 -0.29
H -12.20777 1.72123 -24.33627 -0.20 0.45 1.79
C -15.48632 3.01797 -20.92940 -0.13 0.40 -0.45
O -15.39147 2.34334 -19.68671 0.00 0.25 0.55
H -16.47399 2.86711 -21.38678 0.08 0.34 0.35
H -15.22332 4.08354 -20.83192 -0.34 -0.32 -0.10
H -14.79272 2.56814 -21.61975 0.50 -0.24 -0.27
H -15.26073 2.98251 -18.97688 -0.08 -0.15 -0.17
O -15.03111 3.52629 -24.35560 0.90 0.16 0.48
H -14.36352 3.56001 -23.63832 -0.52 -0.10 -0.38
H -14.48667 3.18205 -25.08476 -0.37 -0.09 -0.21
C -9.41559 0.15426 -26.17232 -0.42 0.72 -1.70
C -8.63383 1.37682 -25.65501 0.08 -0.15 -0.19
C -9.08520 1.58304 -24.23061 1.07 -0.52 0.90
C -8.08725 2.36682 -23.35863 0.08 -0.85 0.64
C -6.67899 1.74737 -23.45269 -1.17 0.38 -0.94
C -6.19894 1.62766 -24.90704 0.70 0.34 0.44
N -7.25785 0.87292 -25.62621 1.28 1.30 0.19
O -6.85241 0.65341 -26.95064 -0.49 -2.10 -0.61
C -5.76558 3.05326 -25.44857 -0.55 -1.17 0.14
C -4.96129 0.71540 -24.87208 -0.04 -0.38 -1.50
C -8.83483 2.71203 -26.39222 0.22 -0.65 -0.63
H -9.07469 -0.71658 -25.66294 0.06 -0.53 0.91
H -9.20318 -0.13035 -27.23121 -0.34 0.78 0.55
H -10.48996 0.31344 -26.01472 0.10 -0.17 -0.13
H -10.02221 2.11445 -24.20722 -0.50 -0.13 -0.07
H -9.19189 0.54898 -23.82172 -0.12 0.86 0.17
H -8.47712 2.29537 -22.33229 0.30 -0.02 -0.04
H -8.06017 3.43180 -23.53507 -0.08 0.37 -0.52
H -6.74506 0.72439 -23.12082 0.07 -0.34 0.56
H -5.94427 2.30369 -22.89662 0.29 0.13 0.43
H -4.86778 3.36082 -24.91609 -0.02 0.00 0.05
H -5.52990 3.07033 -26.52010 -0.12 -0.02 0.15
H -6.57025 3.74520 -25.23718 0.22 0.41 -0.04
H -5.12912 -0.11323 -24.22518 -0.35 -0.70 0.67
H -4.83754 0.24061 -25.87200 0.31 0.57 0.59
H -4.03360 1.17264 -24.53005 -0.12 0.37 -0.21
H -8.66421 2.62428 -27.46590 -0.04 -0.15 -0.09
H -8.10813 3.45454 -26.04297 -0.79 -0.06 0.08
H -9.87688 3.00248 -26.25142 0.10 0.38 0.02
H -6.38131 1.36286 -27.35973 0.35 1.44 0.09
C -13.41909 1.63569 -29.37433 1.18 0.45 0.80
C -14.01704 2.46223 -28.21145 -0.86 0.27 0.55
C -15.37389 2.95546 -28.69046 -1.55 -0.17 0.25
C -16.47375 1.87277 -28.61384 -0.16 -0.61 -1.75
C -16.62558 1.14079 -27.31760 2.31 0.42 0.96
C -15.19648 0.67505 -26.80955 -0.64 -0.13 0.35
N -14.25473 1.79177 -26.88671 -0.22 0.68 -1.24
O -12.99435 1.44913 -26.38090 0.46 -0.48 0.77
C -15.44488 0.39411 -25.29830 1.13 1.41 -1.27
C -14.74218 -0.60326 -27.56369 -0.43 0.33 -0.70
C -13.21855 3.70052 -27.84598 -0.71 1.19 -0.06
H -12.98774 2.32708 -30.11307 0.28 -0.18 0.42
H -14.14709 1.10385 -29.92844 -0.99 -0.59 -0.31
H -12.68046 0.88958 -29.03734 0.06 0.48 -0.23
H -15.74656 3.81026 -28.09996 0.49 -0.20 -0.09
H -15.31483 3.28404 -29.74080 0.13 0.04 0.37
H -16.27009 1.09824 -29.40719 -0.19 0.66 0.56
H -17.44261 2.30248 -28.87847 0.06 0.17 -0.20
H -17.19629 0.22338 -27.41284 -0.41 0.08 0.00
H -17.02391 1.78167 -26.50864 -0.09 -0.22 -0.44
H -15.60026 1.37048 -24.79360 0.02 -0.83 -0.14
H -16.30010 -0.19658 -25.30321 -1.79 -1.05 0.51
H -14.66795 -0.17199 -24.84065 0.82 -0.27 0.44
H -15.53938 -1.31795 -27.42801 -0.22 -0.44 -0.01
H -14.52426 -0.55950 -28.65952 -0.52 0.44 0.90
H -13.86933 -1.05310 -27.14454 0.73 -0.29 0.62
H -13.09028 4.31423 -28.73291 -0.40 0.38 -0.20
H -12.22101 3.55566 -27.54372 1.25 -0.76 0.62
H -13.72159 4.29848 -27.02656 0.37 -0.67 -1.03
H -12.68205 0.66405 -26.85025 0.07 -0.15 -0.17
C -15.51183 -1.53554 -22.20338 1.26 1.57 0.48
C -15.86590 -1.50110 -20.69159 -0.28 -1.17 -1.31
C -16.19942 -2.96812 -20.35419 0.70 0.65 1.39
C -16.35070 -3.16909 -18.84374 -0.17 -1.20 0.94
C -15.11839 -2.76197 -17.99986 0.61 0.91 -1.21
C -14.60154 -1.33740 -18.48038 0.45 -0.04 0.14
N -14.63454 -1.22414 -20.00120 0.39 -1.36 2.23
O -14.08894 -0.02295 -20.38433 0.11 1.53 0.06
C -15.39152 -0.25632 -17.72095 0.47 -1.57 1.72
C -13.13032 -1.14374 -18.05612 0.25 0.18 -0.51
C -17.04745 -0.54140 -20.42775 1.23 0.18 -0.74
H -16.30611 -1.91534 -22.81356 -0.40 -0.61 -0.27
H -14.52580 -2.01222 -22.35430 -0.72 -0.40 0.08
H -15.30218 -0.52149 -22.56992 -0.31 0.06 0.16
H -17.04106 -3.31926 -20.92660 -0.60 -0.03 -0.01
H -15.35706 -3.57950 -20.63050 0.50 -0.15 -0.50
H -16.43799 -4.26844 -18.63726 -0.60 0.87 -0.20
H -17.23929 -2.63700 -18.49328 -0.07 -0.28 0.15
H -14.35563 -3.54804 -18.13118 0.08 0.51 -0.36
H -15.24353 -2.75470 -16.89497 -0.50 0.22 -0.72
H -15.16095 0.76390 -17.94671 0.00 0.43 -0.31
H -16.43109 -0.48143 -17.68898 -1.10 0.29 -0.53
H -15.13164 -0.44352 -16.64516 0.12 0.48 -0.73
H -12.75745 -0.11763 -18.23307 -0.47 -0.31 0.12
H -12.97507 -1.35276 -16.97832 -0.09 -0.24 -0.69
H -12.53206 -1.75645 -18.73909 0.17 -0.24 0.54
H -16.65796 0.46134 -20.20097 -0.31 -0.29 0.09
H -17.65851 -0.91391 -19.63193 -0.57 0.07 0.40
H -17.58317 -0.46507 -21.36910 -0.46 0.01 0.13
H -14.57561 0.70292 -19.92260 0.25 -0.32 -0.41
C -15.99193 6.68175 -26.92976 1.43 0.42 0.57
C -17.49417 6.40988 -26.92590 0.65 -0.38 -0.29
C -17.67363 5.19614 -26.02292 -1.01 -0.57 0.41
C -17.67323 5.57351 -24.51920 0.40 -0.78 -0.19
C -18.67134 6.70226 -24.20027 0.87 -0.27 0.13
C -18.38749 7.98285 -25.01108 0.31 -0.73 -1.21
N -18.32722 7.51282 -26.45546 -1.21 0.64 0.19
O -18.09285 8.63656 -27.33820 1.00 -0.63 0.83
C -19.61002 8.89294 -24.84168 0.93 0.70 -0.67
C -17.07448 8.70480 -24.56388 -0.34 -0.05 -0.31
C -17.93280 6.00210 -28.37021 -0.82 -0.58 1.07
H -15.63428 7.67059 -27.23720 -0.55 0.06 0.06
H -15.54010 6.01849 -27.63138 0.32 -0.66 -0.79
H -15.43608 6.41996 -25.99336 -0.82 0.38 -0.31
H -18.63535 4.71504 -26.31007 0.18 0.29 0.43
H -16.91834 4.40073 -26.24012 -0.25 0.85 0.21
H -16.63713 5.84035 -24.23744 -0.45 -0.01 -0.01
H -17.89184 4.62282 -23.97980 0.03 0.80 0.01
H -18.65068 6.99544 -23.13732 0.07 -0.28 -0.23
H -19.66819 6.32268 -24.40919 -0.24 0.17 -0.16
H -19.55469 9.35075 -23.85906 -0.24 -0.07 0.24
H -19.55891 9.72200 -25.55843 0.05 -0.03 0.14
H -20.55196 8.39634 -25.00417 -0.26 -0.40 0.10
H -16.30733 8.72448 -25.34515 -0.46 0.21 -0.06
H -17.25055 9.73808 -24.20667 0.09 -0.61 -0.15
H -16.62775 8.10441 -23.78985 0.21 0.03 0.69
H -17.65332 6.74332 -29.09100 0.11 0.29 -0.47
H -19.01505 5.78280 -28.41635 0.19 0.72 0.19
H -17.54799 5.01324 -28.62903 0.68 0.21 0.01
H -18.97180 8.92507 -27.53225 -0.83 0.23 -0.34
C -22.41566 -1.27454 -22.57879 -1.28 -0.88 -0.08
C -21.08989 -0.86694 -23.14310 -0.60 0.55 -0.21
C -21.17261 -1.07568 -24.61079 -0.14 0.41 -2.39
C -20.07688 -0.37939 -25.46057 -2.39 1.71 0.86
C -20.26351 1.15870 -25.16505 0.35 -0.97 -0.75
C -20.10626 1.46644 -23.66362 0.41 0.07 -1.07
N -21.01490 0.58423 -22.91463 0.77 1.11 0.89
O -20.72644 0.82021 -21.51719 -0.64 -0.08 -0.73
C -18.56735 1.51493 -23.31257 -0.79 -0.84 -0.27
C -20.55330 2.90215 -23.56454 -0.57 1.40 -0.16
C -20.00410 -1.69265 -22.53775 0.71 0.27 0.57
H -23.19225 -0.59065 -22.87491 -0.18 0.49 -0.40
H -22.47729 -1.26599 -21.50455 0.33 -0.32 0.53
H -22.73082 -2.24794 -22.99850 0.29 0.13 0.50
H -21.25669 -2.12368 -24.86303 0.33 -0.54 0.22
H -22.12781 -0.68702 -24.98237 -0.03 0.23 0.17
H -20.22150 -0.61974 -26.50608 0.13 0.01 -0.23
H -19.13680 -0.67424 -25.12502 1.90 -0.62 0.30
H -21.26724 1.47599 -25.49702 0.23 -0.27 0.20
H -19.55966 1.81780 -25.71982 -0.24 -0.58 0.24
H -18.13750 2.08307 -24.13953 0.33 0.02 0.30
H -18.35692 2.00717 -22.36366 -0.13 0.11 -0.04
H -18.08597 0.52981 -23.28977 -0.06 0.12 -0.12
H -20.51331 3.32105 -22.56870 0.44 0.00 0.39
H -19.92712 3.51429 -24.25323 -0.28 -0.27 0.59
H -21.59202 3.09666 -23.86362 0.12 -0.54 -0.17
H -19.04049 -1.45365 -23.00867 -0.07 -0.43 0.28
H -20.24693 -2.74896 -22.57363 0.13 -0.19 -0.40
H -19.99389 -1.45975 -21.47718 0.45 -0.04 0.24
H -19.82284 0.50702 -21.47003 0.59 -0.01 0.64
C -8.72746 8.19176 -22.58887 -0.56 0.03 -0.78
C -9.65303 7.00204 -22.92804 -1.00 -0.09 2.02
C -9.84223 6.14397 -21.65562 -0.79 -1.43 -0.42
C -10.89991 4.99718 -21.85989 0.40 0.38 -1.61
C -12.25149 5.64672 -22.18389 1.28 -0.09 1.27
C -12.19160 6.64107 -23.33531 0.48 -1.34 -0.51
N -11.02141 7.56238 -23.16949 -0.20 -0.30 -0.83
O -11.00974 8.38890 -24.33157 0.19 0.45 0.23
C -12.23724 5.83840 -24.69704 -0.62 0.87 0.59
C -13.47520 7.42817 -23.21377 0.30 0.47 -1.66
C -9.04608 6.17520 -24.04113 0.45 0.00 -0.06
H -8.66141 8.79608 -23.49926 0.09 0.22 0.27
H -7.73188 7.85035 -22.35459 0.36 -0.29 0.13
H -9.08341 8.81218 -21.75870 -0.19 -0.25 -0.26
H -8.87342 5.67339 -21.39462 -0.42 0.54 0.24
H -10.31310 6.74035 -20.85393 0.87 0.09 -0.13
H -10.99064 4.41496 -20.95990 0.07 -0.34 0.42
H -10.65197 4.29082 -22.69895 0.10 0.53 0.80
H -12.54458 6.11870 -21.23357 -0.18 0.41 -0.34
H -13.00633 4.89739 -22.36040 -0.28 -0.34 -0.35
H -11.47095 5.07331 -24.86541 -0.11 0.29 0.14
H -13.22465 5.36358 -24.66276 0.23 -0.20 -0.24
H -12.29994 6.56613 -25.52334 0.28 -0.40 0.12
H -13.35014 8.04873 -22.35442 -0.47 0.63 0.51
H -13.68641 7.98683 -24.13231 0.36 0.51 0.28
H -14.32928 6.77835 -23.18458 -0.38 -0.61 0.65
H -9.20431 6.72110 -24.95706 0.24 -0.06 -0.71
H -9.41064 5.15362 -24.16082 -0.22 0.25 0.12
H -7.96380 6.10783 -23.87719 -0.13 0.05 -0.11
H -10.59977 7.89630 -25.05928 -0.18 -0.14 0.09
```
Forces are in eV/Å.

These are the Mulliken partial charges, in e, on atoms 1 to 99: atom 1 (C): -0.278, atom 2 (O): 0.098, atom 3 (H): 0.116, atom 4 (H): 0.305, atom 5 (H): -0.068, atom 6 (H): -0.402, atom 7 (C): 0.062, atom 8 (O): -0.503, atom 9 (H): -0.060, atom 10 (H): 0.527, atom 11 (H): -0.262, atom 12 (H): 0.315, atom 13 (O): 1.688, atom 14 (H): -0.615, atom 15 (H): -0.512, atom 16 (C): -1.789, atom 17 (C): 2.141, atom 18 (C): 0.077, atom 19 (C): -0.222, atom 20 (C): -1.789, atom 21 (C): 1.238, atom 22 (N): 0.151, atom 23 (O): -0.517, atom 24 (C): -1.004, atom 25 (C): -1.872, atom 26 (C): -1.063, atom 27 (H): 0.548, atom 28 (H): 0.452, atom 29 (H): 0.023, atom 30 (H): -1.093, atom 31 (H): 0.628, atom 32 (H): 0.627, atom 33 (H): -0.336, atom 34 (H): 0.414, atom 35 (H): 0.511, atom 36 (H): 0.452, atom 37 (H): 0.252, atom 38 (H): 0.094, atom 39 (H): 0.440, atom 40 (H): 0.377, atom 41 (H): 0.386, atom 42 (H): 0.473, atom 43 (H): 0.178, atom 44 (H): -0.180, atom 45 (H): 0.368, atom 46 (C): -1.914, atom 47 (C): 2.462, atom 48 (C): -0.941, atom 49 (C): -1.025, atom 50 (C): -0.219, atom 51 (C): 1.102, atom 52 (N): 0.047, atom 53 (O): 0.881, atom 54 (C): -1.727, atom 55 (C): -1.932, atom 56 (C): -1.491, atom 57 (H): 0.490, atom 58 (H): 0.481, atom 59 (H): 0.193, atom 60 (H): -0.915, atom 61 (H): 0.587, atom 62 (H): 0.374, atom 63 (H): 0.517, atom 64 (H): 0.724, atom 65 (H): -0.528, atom 66 (H): -0.010, atom 67 (H): 0.481, atom 68 (H): 0.645, atom 69 (H): 0.508, atom 70 (H): 0.256, atom 71 (H): 0.403, atom 72 (H): 0.589, atom 73 (H): 0.145, atom 74 (H): -0.137, atom 75 (H): -0.057, atom 76 (C): -2.521, atom 77 (C): 1.847, atom 78 (C): -1.352, atom 79 (C): -0.563, atom 80 (C): -1.109, atom 81 (C): 1.504, atom 82 (N): -0.274, atom 83 (O): 0.145, atom 84 (C): -1.665, atom 85 (C): -1.791, atom 86 (C): 0.148, atom 87 (H): 0.525, atom 88 (H): 0.562, atom 89 (H): 0.291, atom 90 (H): 0.344, atom 91 (H): 0.472, atom 92 (H): 0.437, atom 93 (H): 0.321, atom 94 (H): 0.397, atom 95 (H): 0.356, atom 96 (H): 0.148, atom 97 (H): 0.419, atom 98 (H): 0.536, atom 99 (H): 0.263